Record 1
{"formula": "C22H39N5O4PS", "method": "ωB97M-V/def2-TZVPD", "e_tot_ha": -2175.5760, "e_homo_ev": -11.34, "total_charge": 1, "homo_lumo_gap_ev": 6.86, "smiles": "[H]/N=C(/N)NCCCC[n+]1c(CCN)cc(C(=O)OS)c(CCCCOC=O)c1P(CC)CC", "species": ["C", "C", "P", "C", "C", "C", "C", "C", "C", "C", "C", "O", "C", "O", "C", "C", "O", "O", "S", "C", "C", "C", "C", "N", "N", "C", "C", "C", "C", "N", "C", "N", "N", "H", "H", "H", "H", "H", "H", "H", "H", "H", "H", "H", "H", "H", "H", "H", "H", "H", "H", "H", "H", "H", "H", "H", "H", "H", "H", "H", "H", "H", "H", "H", "H", "H", "H", "H", "H", "H", "H", "H"], "coordinates": [[0.1943, -2.8113, 3.0588], [-0.3252, -1.8490, 1.8796], [1.1007, -0.7880, 1.3010], [1.8675, 0.2084, 2.6913], [1.3219, 1.6974, 2.8316], [0.6668, 0.3092, -0.1556], [1.6580, 0.3406, -1.2521], [2.9626, -0.5130, -1.2432], [4.0673, -0.0386, -0.2204], [5.4189, -0.8085, -0.6263], [5.9865, -1.6927, 0.5722], [6.6974, -2.8277, -0.0040], [6.0513, -4.0043, 0.3857], [6.6461, -4.9508, 0.8072], [1.4176, 1.1850, -2.4483], [2.3612, 1.2613, -3.6703], [2.6644, 0.3018, -4.3183], [2.8231, 2.5445, -4.0328], [3.3491, 2.4575, -5.6728], [0.1940, 1.9715, -2.4928], [-0.7571, 1.8920, -1.3666], [-2.0386, 2.7743, -1.5108], [-1.9106, 4.1795, -0.7297], [-1.7752, 5.2618, -1.7507], [-0.5135, 1.0848, -0.2694], [-1.5444, 1.0240, 0.8096], [-2.6143, -0.0395, 0.3346], [-3.8776, -0.1421, 1.2781], [-4.5040, -1.5804, 1.2043], [-4.9049, -2.0165, -0.1584], [-6.3337, -2.1348, -0.3218], [-7.0013, -1.4390, -1.1675], [-7.0486, -3.1074, 0.4778], [-0.2889, -2.4999, 4.0283], [-0.1622, -3.8584, 2.8756], [1.3152, -2.7467, 3.1383], [-1.1940, -1.2865, 2.3203], [-0.7679, -2.4800, 1.0567], [1.7633, -0.2851, 3.7009], [2.9778, 0.2957, 2.5171], [0.3677, 1.7002, 3.4295], [1.2120, 2.2279, 1.8522], [2.0555, 2.3012, 3.4371], [2.6638, -1.5601, -0.9556], [3.4182, -0.5888, -2.2654], [3.7930, -0.4568, 0.7857], [4.2512, 1.0631, -0.2036], [6.1907, -0.1303, -1.0653], [5.1529, -1.5555, -1.4317], [6.6530, -1.0333, 1.1794], [5.1141, -2.1071, 1.1411], [4.9246, -4.1065, 0.3538], [2.2627, 2.0031, -6.3847], [-0.0697, 2.6156, -3.3687], [-2.2053, 2.9533, -2.6090], [-2.9656, 2.2850, -1.1211], [-1.0226, 4.0833, -0.0581], [-2.8772, 4.3528, -0.1805], [-2.6804, 5.7303, -1.8121], [-1.0715, 5.9022, -1.3680], [-1.0911, 0.7818, 1.8042], [-2.0494, 2.0227, 0.9465], [-2.9926, 0.3236, -0.6684], [-2.1921, -1.0573, 0.1476], [-3.4894, -0.0245, 2.3368], [-4.5971, 0.6978, 1.1096], [-3.7487, -2.3157, 1.6123], [-5.4344, -1.6154, 1.8397], [-4.5842, -1.3882, -0.8934], [-6.4025, -0.8016, -1.7005], [-7.9519, -3.1928, -0.0062], [-6.5768, -3.9990, 0.2591]], "mulliken_charge": [-1.23, 0.36, -0.31, -0.47, -1.04, -0.11, 0.80, -1.49, 0.78, -0.91, -0.38, -0.32, 0.16, -0.44, 0.09, -0.06, -0.44, -0.36, -0.05, -0.71, 0.90, -1.10, -0.57, -0.59, 0.64, -1.29, -0.41, -0.57, -0.70, -0.26, 0.51, -0.72, -0.56, 0.34, 0.33, 0.31, -0.13, 0.48, 0.51, 0.35, 0.25, 0.19, 0.44, 0.34, 0.89, -0.70, 0.51, 0.33, 0.33, 0.27, 0.31, 0.33, 0.17, 0.47, 0.50, 0.20, 0.33, 0.32, 0.25, 0.25, 0.27, 0.21, 0.59, 0.36, 0.30, 0.31, 0.19, 0.45, 0.18, 0.21, 0.35, 0.26]}

---

Record 2
{"formula": "C22H39NO3", "method": "ωB97M-V/def2-TZVPD", "e_tot_ha": -1142.1823, "e_homo_ev": -9.04, "total_charge": 0, "e_above_lowest_kj_mol": 18.6, "homo_lumo_gap_ev": 9.63, "smiles": "CCCCC/C=C\\C/C=C\\CCCCCCCC(=O)NCCCC(=O)O", "species": ["C", "H", "C", "C", "C", "H", "H", "C", "C", "C", "C", "C", "C", "C", "H", "H", "C", "C", "C", "C", "C", "C", "C", "O", "N", "H", "C", "H", "H", "C", "H", "H", "C", "C", "O", "O", "H", "H", "H", "H", "H", "H", "H", "H", "H", "H", "H", "H", "H", "H", "H", "H", "H", "H", "H", "H", "H", "H", "H", "H", "H", "H", "H", "H", "H"], "coordinates": [[4.0916, 4.4159, -0.6667], [4.3363, 5.3427, -0.1529], [4.5825, 3.2132, 0.1304], [4.2447, 1.8990, -0.5705], [4.8066, 0.6673, 0.1387], [5.8867, 0.7776, 0.2588], [4.6328, -0.2118, -0.4867], [4.1682, 0.4154, 1.5110], [4.6297, -0.8964, 2.0657], [3.9696, -2.0444, 2.0606], [2.6014, -2.3004, 1.4976], [2.7217, -3.2024, 0.3032], [2.5035, -2.8902, -0.9650], [2.0582, -1.5736, -1.5214], [2.1233, -0.7871, -0.7708], [2.7240, -1.3046, -2.3464], [0.6223, -1.6467, -2.0544], [-0.3919, -1.8328, -0.9282], [-1.8240, -1.9296, -1.4518], [-2.8554, -1.9463, -0.3249], [-4.2802, -1.8818, -0.8705], [-5.3220, -1.8668, 0.2494], [-5.1757, -0.6909, 1.2027], [-4.9773, -0.8245, 2.3929], [-5.3388, 0.5219, 0.6249], [-5.4078, 0.5949, -0.3777], [-5.2814, 1.7444, 1.3896], [-5.5304, 1.4752, 2.4200], [-6.0378, 2.4346, 1.0044], [-3.9077, 2.4234, 1.3844], [-3.9492, 3.2665, 2.0755], [-3.1578, 1.7221, 1.7532], [-3.4913, 2.9455, 0.0007], [-3.0340, 1.8145, -0.8832], [-3.6884, 1.2940, -1.7510], [-1.7949, 1.4284, -0.5871], [-1.5308, 0.6576, -1.1189], [-2.6550, 3.6354, 0.1179], [-4.3269, 3.4591, -0.4758], [-5.2363, -2.7768, 0.8455], [-6.3247, -1.8313, -0.1832], [-4.4627, -2.7502, -1.5081], [-4.3832, -0.9915, -1.4946], [-2.7307, -2.8520, 0.2718], [-2.6897, -1.0973, 0.3431], [-1.9282, -2.8387, -2.0486], [-2.0372, -1.0902, -2.1225], [-0.1479, -2.7414, -0.3745], [-0.3093, -0.9974, -0.2267], [0.3988, -0.7275, -2.6033], [0.5393, -2.4787, -2.7574], [2.6333, -3.6616, -1.7149], [3.0520, -4.2064, 0.5405], [2.1017, -1.3715, 1.2366], [2.0000, -2.8111, 2.2568], [4.4479, -2.9227, 2.4765], [5.6292, -0.8785, 2.4825], [3.0827, 0.4365, 1.4097], [4.4569, 1.2120, 2.1995], [3.1588, 1.8054, -0.6539], [4.6496, 1.9300, -1.5854], [5.6648, 3.2827, 0.2618], [4.1239, 3.2319, 1.1204], [3.0124, 4.3712, -0.7978], [4.5542, 4.4372, -1.6513]], "mulliken_charge": [-1.34, 0.38, -0.30, -0.49, -0.64, 0.46, 0.26, -0.68, -0.52, -0.65, -0.12, -0.36, -0.53, 0.25, -0.42, 0.45, -1.02, -0.31, -1.33, -0.14, -0.75, -1.01, 0.58, -0.67, -0.11, 0.36, -0.94, 0.36, 0.44, -0.47, 0.36, 0.30, -0.71, 0.57, -0.63, -0.43, 0.33, 0.37, 0.32, 0.30, 0.42, 0.46, 0.25, 0.45, 0.19, 0.51, 0.37, 0.46, 0.22, 0.32, 0.38, 0.37, 0.36, -0.06, 0.44, 0.36, 0.37, 0.33, 0.45, 0.17, 0.40, 0.29, 0.30, 0.31, 0.34]}

---

Record 3
{"formula": "C22H40As4F7KN2O2", "method": "ωB97M-V/def2-TZVPD", "e_tot_ha": -11364.4029, "spin_multiplicity": 2, "e_homo_ev": [-4.71, -4.71], "total_charge": -1, "e_above_lowest_kj_mol": 216.1, "homo_lumo_gap_ev": [7.03, 6.34], "species": ["K", "C", "C", "N", "O", "C", "C", "N", "O", "H", "H", "H", "H", "H", "H", "H", "C", "As", "C", "C", "C", "C", "C", "As", "C", "C", "C", "As", "C", "C", "H", "H", "H", "H", "H", "H", "H", "H", "H", "H", "H", "H", "H", "H", "H", "H", "H", "H", "H", "H", "H", "H", "H", "H", "H", "H", "H", "F", "As", "F", "F", "F", "F", "F", "F", "C", "C", "C", "C", "C", "C", "C", "H", "H", "H", "H", "H", "H"], "coordinates": [[3.0273, 1.2494, -0.0453], [0.3810, 2.2919, 4.0294], [1.6300, 1.6749, 3.4778], [2.1077, 0.5716, 3.8995], [1.3513, -0.0504, 4.9115], [2.3438, 2.3395, 2.3945], [3.8456, 2.4186, 2.4408], [1.6245, 2.7741, 1.4156], [2.1872, 3.2718, 0.3483], [-0.4708, 1.6324, 3.8662], [0.2007, 3.2566, 3.5719], [0.5026, 2.4082, 5.1060], [1.8341, -0.8703, 5.0660], [4.2522, 1.7408, 3.1866], [4.1375, 3.4465, 2.6619], [4.2650, 2.1804, 1.4637], [-1.7620, 3.4539, 1.2702], [-0.9624, 1.9188, 0.3467], [-0.5200, 2.8980, -1.2814], [-2.6420, 1.1275, -0.4549], [-3.3898, 0.0082, 0.2782], [-3.3768, 0.3031, 1.7793], [-2.8791, -1.4232, 0.0298], [-1.0107, -2.1776, -0.0410], [-0.1107, -1.4959, 1.5695], [-0.1094, -0.9969, -1.3203], [-4.8704, 0.0239, -0.1659], [-5.5259, -0.1246, -2.0632], [-4.1621, -1.0912, -3.1272], [-5.0834, 1.6614, -2.7963], [-2.1930, 3.1769, 2.2313], [-2.5257, 3.9453, 0.6659], [-0.9526, 4.1571, 1.4508], [-1.3604, 3.5146, -1.6054], [-0.2430, 2.2227, -2.0940], [0.3290, 3.5394, -1.0653], [-2.3863, 0.7825, -1.4613], [-3.3324, 1.9713, -0.5647], [-2.3535, 0.2728, 2.1510], [-3.9770, -0.4185, 2.3316], [-3.7832, 1.2955, 1.9653], [-3.2758, -1.7510, -0.9350], [-3.3817, -2.0706, 0.7634], [-0.6239, -1.8172, 2.4742], [-0.0324, -0.4095, 1.5629], [0.8976, -1.9084, 1.5778], [-0.5144, -1.1051, -2.3256], [0.9397, -1.2731, -1.3532], [-0.1845, 0.0343, -0.9899], [-5.3377, 0.9548, 0.1867], [-5.3951, -0.7871, 0.3605], [-4.1754, -2.1604, -2.9214], [-3.1545, -0.7122, -2.9774], [-4.4270, -0.9530, -4.1758], [-5.4826, 2.4519, -2.1631], [-5.5499, 1.7551, -3.7778], [-4.0138, 1.8073, -2.9157], [4.2391, -0.4592, 0.4174], [6.0245, -0.4924, 0.1386], [5.6761, -0.2996, -1.5902], [6.1044, 1.2670, 0.2589], [7.7455, -0.5347, -0.1342], [6.2236, -0.6322, 1.8675], [5.9468, -2.2295, -0.0222], [1.0166, -3.1159, -5.1328], [1.4383, -3.2473, -3.8435], [0.7439, -4.0986, -2.9939], [1.1493, -4.2175, -1.6893], [2.2656, -3.4851, -1.1880], [2.6413, -3.5636, 0.1341], [2.9518, -2.6388, -2.1093], [2.5398, -2.5182, -3.4112], [-0.1091, -4.6448, -3.3685], [0.6108, -4.8654, -1.0120], [3.4677, -2.9843, 0.5041], [2.1450, -4.2305, 0.8189], [3.8134, -2.0885, -1.7589], [3.0392, -1.8550, -4.1009]], "mulliken_spin": [0.01, 0.00, 0.00, 0.00, 0.00, 0.00, 0.00, 0.00, 0.00, 0.00, 0.00, 0.00, 0.00, 0.00, 0.00, 0.00, 0.00, 0.00, 0.00, 0.00, 0.00, 0.00, 0.00, -0.01, 0.02, -0.02, 0.00, 0.00, 0.00, 0.00, 0.00, 0.00, 0.00, 0.00, 0.00, 0.00, 0.00, 0.00, 0.00, 0.00, 0.00, 0.00, 0.00, 0.00, 0.00, -0.02, 0.00, 0.02, 0.00, 0.00, 0.00, 0.00, 0.00, 0.00, 0.00, 0.00, 0.00, 0.00, 0.00, 0.00, 0.00, 0.00, 0.00, 0.00, 0.01, 0.22, -0.07, 0.18, -0.07, 0.55, 0.16, -0.08, 0.00, 0.00, 0.07, -0.01, 0.03, -0.01]}